# C6H11O

A gas-phase ion, C6H11O (charge +1) in a non-equilibrium geometry (ωB97M-V with the def2-TZVPD basis set, OMol25).

```
18
C6H11O ωB97M-V with the def2-TZVPD basis set
O -0.400 -0.279 0.408
C -2.698 0.248 -0.216
C 1.749 -0.423 -0.425
C 1.541 1.028 0.145
C -1.714 -0.838 0.038
C 0.068 1.144 0.265
C 0.698 -1.271 0.270
H -2.323 1.275 -0.268
H -2.010 -1.803 0.285
H -0.519 1.460 -0.694
H -0.424 1.571 1.065
H 1.890 1.259 1.066
H 2.074 1.806 -0.454
H 0.641 -2.179 -0.414
H 0.851 -1.511 1.248
H -3.663 -0.070 -0.424
H 2.667 -0.884 -0.358
H 1.573 -0.533 -1.537
```

## Properties
HOMO	-14.24	eV
orbital gap	0.392	Ha
E	-8436.6810	eV
net charge	+1



# C4H8N3S

A gas-phase ion, C4H8N3S (charge +1) in a non-equilibrium geometry (ωB97M-V with the def2-TZVPD basis set, OMol25).

```
16
C4H8N3S ωB97M-V with the def2-TZVPD basis set
S -2.391 0.297 -2.265
N 0.709 -1.210 -0.557
N -0.457 -1.308 -1.295
N -0.680 0.609 -0.015
C -1.311 -0.160 -1.178
C 0.556 0.041 0.252
C -1.556 0.970 1.055
C 1.572 -0.022 -0.818
H 1.362 0.369 -1.850
H 1.087 -2.048 -0.367
H 2.612 -0.058 -0.543
H -2.492 1.045 0.447
H -1.679 0.214 1.723
H 0.757 -0.157 1.301
H -1.464 1.881 1.566
H -0.414 -1.839 -2.240
```

## Properties
HOMO	-13.30	eV
SMILES	CN1C(=S)N[N@H+]2C[C@@H]12
orbital gap	0.346	Ha
E	-19572.9274	eV
net charge	+1



# C4H9N3S

C4H9N3S in the gas phase in a non-equilibrium geometry (ωB97M-V with the def2-TZVPD basis set, OMol25).

```
17
C4H9N3S ωB97M-V with the def2-TZVPD basis set
S -1.401 -1.239 -0.256
N 0.284 -0.800 -0.401
N -0.042 1.550 -0.291
N 2.632 -0.540 0.687
C -1.845 0.148 0.814
C -1.448 1.465 0.049
C 0.690 0.523 -0.316
C 2.224 0.441 -0.332
H -1.280 0.065 1.766
H -2.946 0.161 0.911
H 2.651 1.430 -0.229
H 3.289 -1.208 0.267
H 0.923 -1.331 0.248
H 3.185 -0.145 1.440
H -1.689 2.301 0.682
H -2.034 1.585 -0.912
H 2.483 0.032 -1.340
```

## Properties
HOMO	-8.14	eV
SMILES	NCC1=NCCSN1
orbital gap	0.328	Ha
E	-19598.5763	eV
net charge	0



# C25H71F3N6O12S

9 unconnected molecules or ions with the total composition C25H71F3N6O12S in a non-equilibrium geometry (ωB97M-V with the def2-TZVPD basis set, OMol25).

```
118
C25H71F3N6O12S ωB97M-V with the def2-TZVPD basis set
S 0.732 0.637 1.139
F -1.568 0.364 -0.165
F -0.366 -1.405 0.079
F 0.210 0.154 -1.396
O 4.161 2.403 3.927
O -2.472 1.919 3.086
O -4.159 -1.183 -2.402
O 0.975 1.994 0.630
O 1.373 -4.405 -3.151
O 1.790 -4.174 1.435
O 6.173 2.376 1.862
O -2.664 0.274 -4.882
O 1.629 4.082 4.155
O -2.423 -1.126 2.839
O -0.115 0.657 2.318
O 1.920 -0.159 1.301
N 1.541 4.225 -0.470
N -3.182 -3.069 -4.415
N 3.075 -1.511 -1.621
N 3.708 -2.263 1.705
N -5.624 -0.396 -4.898
N 1.325 6.864 6.583
C -0.330 -0.107 -0.211
C -3.021 -3.207 -2.943
C 1.810 4.848 5.336
C 1.161 6.936 4.130
C -4.744 -0.062 -6.023
C 1.975 -2.189 -2.334
C 3.385 -3.097 2.891
C 0.484 -4.670 1.241
C 4.077 1.564 2.792
C -4.242 0.032 -1.680
C 3.648 -2.333 4.167
C -3.620 0.910 -5.693
C -3.408 0.967 3.564
C -5.610 0.407 -7.191
C -1.651 1.107 -4.387
C 0.929 6.087 5.379
C 2.304 -3.668 -2.396
C 1.880 -1.464 -3.679
C -3.510 -0.235 2.610
C 1.506 -5.800 -2.930
C -1.789 -4.065 -2.684
C 5.481 1.221 2.358
C 0.329 3.538 4.014
C 1.938 -3.601 2.709
C -2.943 -1.859 -2.254
H 6.035 0.920 3.254
H 1.070 -1.924 -4.254
H 0.956 8.004 4.240
H 2.863 -0.518 -1.713
H 3.492 -2.842 0.903
H 1.018 -2.121 -1.809
H 0.787 7.727 6.538
H 1.305 3.264 -0.071
H 0.038 3.008 4.929
H -5.274 0.368 -1.774
H 4.616 -1.835 4.144
H 2.112 4.648 0.272
H 0.224 -5.396 2.016
H 2.999 -1.588 -0.608
H 1.727 -4.338 3.499
H -2.947 -2.116 -4.697
H 0.781 4.866 -0.677
H -3.930 -3.696 -2.585
H 0.380 2.843 3.185
H -1.108 1.671 -5.153
H -0.900 0.490 -3.895
H -4.188 -3.044 -4.575
H -3.075 0.623 4.547
H 0.534 6.620 3.288
H 2.894 -1.552 4.307
H -6.535 -0.152 -7.299
H -5.068 0.583 -8.120
H -0.955 -3.608 -3.215
H 2.184 6.898 3.748
H 0.944 -6.256 -3.745
H 3.026 -1.498 1.724
H -3.164 1.292 -6.617
H -1.984 -5.074 -3.042
H 1.235 -2.779 2.905
H -4.145 -0.194 -0.612
H -4.021 1.787 -5.160
H 4.041 -3.971 2.846
H -5.984 1.424 -6.980
H 3.283 2.754 4.129
H -0.233 -3.840 1.274
H -1.627 1.484 2.888
H 1.059 -6.112 -1.982
H -2.716 -2.087 -1.199
H 7.005 2.066 1.497
H -4.443 -0.780 2.746
H -1.567 -0.689 2.774
H 1.553 -0.431 -3.526
H -4.307 -0.994 -6.401
H -3.481 0.751 -1.983
H -5.055 -0.743 -4.123
H -0.100 5.788 5.573
H 3.561 0.637 3.060
H -4.409 1.386 3.677
H 2.268 7.219 6.426
H 2.242 -4.009 -1.347
H 2.206 4.158 -1.241
H -0.492 4.244 3.849
H -5.962 0.515 -4.587
H 3.368 -3.866 -2.583
H -2.093 1.782 -3.643
H 2.564 -6.065 -2.995
H -1.470 -4.139 -1.640
H -3.457 0.088 1.566
H 2.868 5.113 5.379
H 0.373 -5.111 0.252
H 5.486 0.400 1.638
H 2.791 -1.426 -4.272
H 3.642 -2.987 5.041
H -2.038 -1.321 -2.577
H 1.610 4.212 6.207
H 3.508 1.948 1.937
```

## Properties
HOMO	-8.61	eV
orbital gap	0.272	Ha
E	-79571.0279	eV
net charge	0



# C17H15Cl2NO3S

C17H15Cl2NO3S in the gas phase (ωB97M-V with the def2-TZVPD basis set, OMol25).

```
39
C17H15Cl2NO3S ωB97M-V with the def2-TZVPD basis set
Cl -1.434 -3.051 1.021
Cl -2.274 5.974 -4.251
S 0.663 1.607 -0.865
O 0.663 -2.209 3.438
O 1.999 -3.398 5.390
O 3.766 -4.725 5.296
N 1.310 -1.250 1.511
C -1.472 4.760 -3.321
C -0.197 2.808 -1.849
C 2.802 -2.848 2.530
C 0.104 -0.465 1.331
C -1.632 -1.264 -2.523
C -0.506 -0.732 -0.017
C 2.877 -4.141 4.738
C 1.491 -2.084 2.546
C -1.235 -1.898 -0.251
C 0.550 3.717 -2.585
C -0.087 4.697 -3.323
C 2.689 -4.216 3.220
C -0.892 -0.114 -2.330
C -1.803 -2.165 -1.487
C -2.223 3.860 -2.578
C -0.341 0.155 -1.084
C -1.583 2.889 -1.832
H -2.161 2.192 -1.244
H 0.487 5.405 -3.900
H -2.063 -1.467 -3.490
H 1.627 3.653 -2.578
H -3.299 3.925 -2.575
H -0.579 -0.762 2.131
H 2.021 -1.160 0.802
H 1.707 -4.652 3.016
H 1.350 -2.962 4.775
H 3.555 -2.240 3.040
H -0.739 0.578 -3.145
H 3.455 -4.888 2.832
H 0.341 0.599 1.430
H -2.365 -3.073 -1.631
H 3.129 -2.986 1.498
```

## Properties
HOMO	-8.65	eV
SMILES	O=C(O)CCC(=O)NCc1c(Cl)cccc1Sc1ccc(Cl)cc1
orbital gap	0.326	Ha
E	-61386.8224	eV
net charge	0



# C2H5NOS

C2H5NOS in the gas phase in a non-equilibrium geometry (ωB97M-V with the def2-TZVPD basis set, OMol25).

```
10
C2H5NOS ωB97M-V with the def2-TZVPD basis set
S -1.201 1.030 0.246
O 1.807 -0.597 -1.121
N -0.181 -0.231 0.007
C 0.074 -1.305 1.027
C 0.832 0.107 -0.926
H 1.091 -1.915 0.757
H 0.930 1.024 -1.372
H 0.414 -1.062 2.033
H -0.774 -2.059 1.028
H -1.073 1.113 1.925
```

## Properties
HOMO	-8.83	eV
SMILES	CN(S)C=O
orbital gap	0.330	Ha
E	-16525.3454	eV
net charge	0